1.
Formula: C8H51F6N3O24S2
Source: the Open Molecules 2025 dataset
Level of theory: wB97M-V/def2-TZVPD

Geometry (Å):
C  -0.821  2.142  1.773
C  -0.473  0.624  1.811
N  0.822  0.511  1.152
C  1.019  0.819  -0.154
C  2.341  0.609  -0.495
N  2.918  0.031  0.636
C  1.943  -0.005  1.648
C  4.260  -0.405  0.694
H  -1.013  2.600  0.803
H  0.021  2.645  2.249
H  -1.763  2.235  2.314
H  -1.262  0.069  1.302
H  -0.377  0.279  2.841
H  0.201  1.005  -0.834
H  2.882  0.707  -1.425
H  2.138  -0.363  2.649
H  4.196  -1.478  0.513
H  4.571  -0.228  1.723
H  4.928  0.025  -0.051
C  -4.630  -5.071  -4.811
F  -4.402  -6.374  -4.523
F  -5.763  -4.981  -5.596
F  -4.782  -4.389  -3.621
S  -3.121  -4.211  -5.770
O  -3.476  -2.809  -5.528
O  -1.888  -4.697  -5.209
N  -3.320  -4.826  -7.454
S  -4.118  -3.633  -8.097
O  -5.392  -3.257  -7.530
O  -3.240  -2.473  -8.395
C  -4.580  -4.374  -9.810
F  -3.507  -4.865  -10.316
F  -5.449  -5.309  -9.624
F  -5.143  -3.457  -10.597
O  -0.772  9.626  5.142
H  0.008  9.071  5.133
H  -1.273  9.349  4.375
O  -4.307  5.153  8.077
H  -3.789  5.918  8.325
H  -3.921  4.430  8.570
O  -1.977  3.437  -7.089
H  -2.732  2.993  -6.702
H  -1.558  2.769  -7.632
O  -8.863  2.726  3.180
H  -8.539  2.393  2.343
H  -9.800  2.533  3.169
O  7.787  -8.636  -1.477
H  7.037  -9.040  -1.913
H  7.409  -8.169  -0.732
O  5.719  -7.479  2.945
H  4.805  -7.754  2.869
H  5.835  -7.284  3.874
O  11.642  0.620  2.059
H  11.868  0.864  1.161
H  11.262  1.414  2.435
O  4.761  2.196  6.794
H  4.530  1.347  7.170
H  5.718  2.209  6.798
O  -7.205  0.067  7.614
H  -7.915  -0.567  7.710
H  -7.438  0.573  6.836
O  -2.529  -6.143  6.154
H  -2.656  -6.511  7.028
H  -2.035  -5.337  6.303
O  -5.711  3.098  -3.627
H  -5.801  3.973  -3.249
H  -6.308  2.552  -3.115
O  1.435  -2.003  8.171
H  0.695  -1.487  8.492
H  1.801  -2.412  8.955
O  -5.080  7.763  -2.479
H  -4.346  8.344  -2.678
H  -5.794  8.080  -3.032
O  5.833  1.431  -7.549
H  5.084  0.859  -7.719
H  5.909  1.967  -8.338
O  8.812  -2.069  -5.774
H  8.471  -1.315  -6.255
H  8.036  -2.585  -5.554
O  8.843  -1.447  7.331
H  9.625  -1.840  6.942
H  8.927  -0.512  7.144
O  3.502  6.682  4.301
H  4.088  6.705  3.545
H  3.676  5.836  4.714
O  4.634  -5.428  -4.564
H  4.232  -6.289  -4.452
H  4.118  -5.011  -5.254
O  -8.108  -0.584  -0.972
H  -8.144  -1.435  -0.536
H  -8.717  -0.665  -1.707
O  -4.529  9.307  1.731
H  -4.620  8.852  0.894
H  -5.358  9.771  1.844

Values from the calculation:
- LUMO energy (hartree) = -0.0604
- energy (a.u.) = -3700.7678
- energy relative to the best compared isomer or geometry (same formula, charge and spin) (kcal/mol) = 0.0
- gap between HOMO and LUMO (eV) = 5.8
- spin multiplicity = 1

Here are the Löwdin charges for atoms 1 to 4, given in e: number 1, C, carries -0.054; number 2, C, carries -0.135; number 3, N, carries -0.077; number 4, C, carries -0.014

=====

2.
Formula: C8H55B4NO23
Source: the Open Molecules 2025 dataset
Level of theory: wB97M-V/def2-TZVPD

Geometry (Å):
C  -2.380  -4.508  2.483
C  -2.414  -3.053  2.039
N  -2.243  -2.133  3.177
B  -2.230  -0.744  2.918
O  -1.358  0.142  3.543
B  -0.603  0.844  2.604
C  0.929  1.053  2.737
C  1.593  2.016  1.733
C  2.464  1.301  0.697
C  1.637  0.558  -0.357
O  2.194  -0.661  -0.847
C  2.240  -1.704  0.108
O  -1.299  1.263  1.468
B  -2.508  0.710  1.077
B  -3.324  1.047  -0.404
O  -2.959  0.483  -1.609
O  -4.465  1.824  -0.423
C  -5.741  1.206  -0.252
O  -3.081  -0.213  1.941
H  -1.572  -4.679  3.201
H  -2.216  -5.168  1.630
H  -3.328  -4.804  2.937
H  -3.367  -2.818  1.562
H  -1.624  -2.873  1.295
H  -1.381  -2.373  3.656
H  1.391  0.057  2.649
H  1.149  1.350  3.769
H  0.841  2.623  1.214
H  2.234  2.718  2.276
H  3.133  0.603  1.214
H  3.104  2.039  0.209
H  0.634  0.349  0.047
H  1.515  1.191  -1.235
H  3.162  -1.687  0.699
H  1.386  -1.630  0.797
H  2.174  -2.651  -0.432
H  -2.087  0.071  -1.585
H  -5.661  0.119  -0.167
H  -6.209  1.601  0.653
H  -6.367  1.438  -1.115
O  -3.977  -0.894  6.199
H  -4.670  -1.386  5.744
H  -3.385  -0.628  5.487
O  4.853  0.245  -1.156
H  4.834  0.898  -1.867
H  3.998  -0.221  -1.200
O  5.518  1.014  -4.109
H  6.472  1.169  -4.102
H  5.437  0.179  -4.581
O  0.924  3.402  -1.799
H  0.114  3.827  -2.090
H  1.589  4.099  -1.717
O  2.673  5.574  -0.613
H  3.238  5.333  0.129
H  2.340  6.455  -0.417
O  -5.679  -3.093  1.217
H  -5.540  -2.453  1.925
H  -6.374  -2.701  0.673
O  7.901  2.819  -4.444
H  7.019  3.207  -4.413
H  8.493  3.573  -4.508
O  -4.933  -2.124  -1.461
H  -4.346  -2.495  -0.787
H  -4.393  -1.476  -1.932
O  -2.737  -7.525  0.866
H  -2.696  -8.150  1.595
H  -3.594  -7.677  0.457
O  -6.410  -2.143  -4.077
H  -6.030  -2.314  -3.204
H  -6.509  -1.189  -4.139
O  -6.505  0.656  5.350
H  -5.891  0.255  5.977
H  -6.014  1.394  4.980
O  3.366  2.934  -4.608
H  4.040  2.256  -4.434
H  2.543  2.448  -4.704
O  5.525  2.508  0.542
H  6.440  2.704  0.751
H  5.492  1.635  0.109
O  3.370  1.026  4.825
H  3.880  0.764  5.597
H  3.874  1.742  4.425
O  -4.802  -3.849  -5.793
H  -3.976  -3.398  -5.985
H  -5.340  -3.206  -5.305
O  7.456  -1.173  -4.166
H  8.399  -1.056  -4.016
H  7.282  -2.099  -3.978
O  4.962  4.771  -2.668
H  4.521  4.449  -3.463
H  4.254  5.168  -2.150

Values from the calculation:
- LUMO energy (hartree) = 0.0028
- energy (a.u.) = -2222.8740
- gap between HOMO and LUMO (eV) = 9.9
- spin multiplicity = 1

Here are the Löwdin charges for atoms 1 to 4, given in e: number 1, C, carries -0.077; number 2, C, carries -0.247; number 3, N, carries 0.149; number 4, B, carries -0.686

=====

3.
Formula: C8H5AuN2O5
Source: the Open Molecules 2025 dataset
Level of theory: wB97M-V/def2-TZVPD

Geometry (Å):
O  -0.556  5.477  -1.204
C  0.269  4.650  -1.165
Au  -0.011  -0.341  -1.303
C  -0.040  -2.936  -1.269
O  0.083  -4.040  -1.468
C  -0.041  -1.603  -3.834
O  0.042  -1.249  -4.859
C  1.986  -0.182  -0.986
O  3.119  -0.083  -0.695
C  -2.010  -0.160  -0.999
O  -3.121  -0.053  -0.818
H  0.001  1.379  -1.551
N  -0.680  -0.908  1.635
C  -0.511  -0.555  2.957
C  0.439  0.498  2.967
C  0.870  0.665  1.602
N  0.170  -0.203  0.845
H  -1.276  -1.653  1.311
H  -1.029  -1.026  3.779
H  0.744  0.926  3.888
H  1.551  1.397  1.165

Values from the calculation:
- LUMO energy (spin up / spin down) (hartree) = -0.3244 / -0.4365
- energy (a.u.) = -928.3645
- net charge = +2
- energy relative to the best compared isomer or geometry (same formula, charge and spin) (kcal/mol) = 57.1
- gap between HOMO and LUMO (spin up / spin down) (eV) = 8.0 / 6.0
- spin multiplicity = 3

Here are the natural (NBO) charges for atoms 1 to 4, given in e: number 1, O, carries -0.464; number 2, C, carries 0.472; number 3, Au, carries 1.044; number 4, C, carries 0.425

=====

4.
Formula: C8H5BrI2
Source: the Open Molecules 2025 dataset
Level of theory: wB97M-V/def2-TZVPD

Geometry (Å):
C  -0.336  -0.477  -0.894
C  0.635  0.518  -0.848
C  -1.002  -0.857  0.266
C  0.918  1.154  0.338
C  -0.694  -0.267  1.469
C  0.267  0.766  1.529
C  0.525  1.498  2.696
C  1.921  3.426  2.500
Br  0.364  0.811  4.374
I  2.505  3.744  4.475
I  0.619  4.860  1.696
H  -0.575  -0.958  -1.829
H  1.159  0.801  -1.748
H  -1.762  -1.621  0.223
H  1.666  1.928  0.400
H  -1.210  -0.554  2.372

Values from the calculation:
- LUMO energy (spin up / spin down) (hartree) = -0.0634 / -0.0696
- energy (a.u.) = -3477.0315
- gap between HOMO and LUMO (spin up / spin down) (eV) = 5.9 / 5.5
- spin multiplicity = 1

Here are the natural (NBO) charges for atoms 1 to 4, given in e: number 1, C, carries -0.158; number 2, C, carries -0.217; number 3, C, carries -0.176; number 4, C, carries -0.093

=====

5.
Formula: C8H5BrN2O2
Source: the Open Molecules 2025 dataset
Level of theory: wB97M-V/def2-TZVPD

Geometry (Å):
C  1.931  -1.805  0.756
C  -1.353  0.943  -1.930
C  -1.738  1.324  -0.687
C  -0.397  -0.079  -2.133
C  -1.259  0.592  0.425
C  0.390  -0.469  -1.082
C  -0.158  -0.186  0.197
C  0.581  -0.775  1.354
N  2.862  -2.425  0.589
N  1.318  0.304  2.071
O  1.872  1.094  1.358
O  1.279  0.275  3.262
Br  -0.636  -1.849  2.435
H  -1.822  1.396  -2.860
H  -2.459  2.165  -0.628
H  -0.119  -0.249  -3.186
H  -1.553  0.736  1.348
H  1.261  -0.993  -1.291

Values from the calculation:
- LUMO energy (hartree) = -0.0278
- energy (a.u.) = -3141.6646
- SMILES string = N#C[C@](Br)(c1ccccc1)[N+](=O)[O-]
- energy relative to the best compared isomer or geometry (same formula, charge and spin) (kcal/mol) = 46.5
- gap between HOMO and LUMO (eV) = 9.3
- spin multiplicity = 1

Here are the natural (NBO) charges for atoms 1 to 4, given in e: number 1, C, carries 0.254; number 2, C, carries -0.198; number 3, C, carries -0.195; number 4, C, carries -0.182

=====

6.
Formula: C8H5Cl2HoLaNO3
Source: the Open Molecules 2025 dataset
Level of theory: wB97M-V/def2-TZVPD

Geometry (Å):
Ho  0.476  0.157  -5.842
La  -0.598  1.260  -0.481
Cl  -0.655  2.130  -4.703
Cl  1.184  0.200  -2.114
C  -0.653  -0.764  0.532
C  -0.060  1.258  -7.923
C  0.563  -1.067  -7.841
O  -0.444  -1.499  1.425
O  -0.303  1.585  -9.030
O  0.502  -1.434  -8.961
C  1.221  2.543  3.956
C  0.369  3.143  3.027
C  0.223  2.473  1.801
N  0.681  1.201  1.618
C  1.605  0.689  2.510
C  1.866  1.309  3.730
H  1.271  3.007  4.946
H  -0.221  4.025  3.323
H  -0.336  3.010  0.984
H  2.086  -0.223  2.169
H  2.466  0.904  4.579

Values from the calculation:
- LUMO energy (spin up / spin down) (hartree) = -0.5752 / -0.5933
- energy (a.u.) = -2486.7085
- net charge = +4
- energy relative to the best compared isomer or geometry (same formula, charge and spin) (kcal/mol) = 59.1
- gap between HOMO and LUMO (spin up / spin down) (eV) = 6.1 / 5.6
- spin multiplicity = 5

Here are the Löwdin charges for atoms 1 to 4, given in e: number 1, Ho, carries 1.575; number 2, La, carries 1.835; number 3, Cl, carries -0.092; number 4, Cl, carries -0.200

=====

7.
Formula: C8H5Cl2O4S
Source: the Open Molecules 2025 dataset
Level of theory: wB97M-V/def2-TZVPD

Geometry (Å):
C  -0.152  -0.268  1.344
C  0.398  0.931  0.920
C  -0.596  -1.178  0.402
C  0.490  1.233  -0.425
C  -0.511  -0.887  -0.945
C  0.015  0.333  -1.384
C  1.568  1.009  -3.876
C  0.071  0.663  -2.804
O  -1.328  2.551  -4.215
O  1.804  0.175  -4.713
O  -0.108  3.385  -2.295
O  1.157  2.308  -4.174
S  -0.230  2.379  -3.311
Cl  2.870  1.215  -2.555
Cl  -0.938  -0.304  -3.832
H  -0.233  -0.489  2.400
H  0.756  1.645  1.648
H  -1.022  -2.121  0.715
H  0.902  2.177  -0.737
H  -0.869  -1.598  -1.673

Values from the calculation:
- LUMO energy (hartree) = 0.1173
- energy (a.u.) = -1927.4327
- net charge = -1
- energy relative to the best compared isomer or geometry (same formula, charge and spin) (kcal/mol) = 0.0
- gap between HOMO and LUMO (eV) = 8.1
- spin multiplicity = 1

Here are the natural (NBO) charges for atoms 1 to 4, given in e: number 1, C, carries -0.233; number 2, C, carries -0.225; number 3, C, carries -0.223; number 4, C, carries -0.124